46
Properties=species:S:1:pos:R:3 method="wB97M-V/def2-TZVPD" charge=0 energy_ha=-1422.9136 spin_multiplicity=1 smiles="CCOCCOCC1=C(Cl)C(=O)OC1=O.CCCCCC" homo_ha=-0.3674
C 0.726 4.561 1.663
C 1.420 4.214 0.338
O 0.933 3.039 -0.283
C 1.266 1.854 0.406
C 1.185 0.680 -0.567
O 2.219 -0.257 -0.290
C 3.113 -0.528 -1.348
C 4.480 -0.682 -0.769
C 5.330 0.256 -0.378
Cl 5.153 1.938 -0.437
C 6.564 -0.387 0.182
O 7.535 0.115 0.633
O 6.365 -1.745 0.123
C 5.129 -1.990 -0.472
O 4.739 -3.092 -0.662
H 1.448 4.691 2.470
H 0.155 5.485 1.577
H 0.034 3.771 1.958
H 2.504 4.118 0.486
H 1.260 5.008 -0.391
H 2.293 1.895 0.795
H 0.588 1.687 1.251
H 0.229 0.156 -0.473
H 1.256 1.064 -1.589
H 3.135 0.300 -2.066
H 2.831 -1.442 -1.879
C -5.457 -2.828 -1.092
C -4.588 -1.583 -1.234
C -3.092 -1.862 -1.088
C -2.678 -2.450 0.263
C -3.073 -1.608 1.476
C -2.461 -0.212 1.467
H -5.361 -3.276 -0.102
H -6.511 -2.591 -1.243
H -5.175 -3.584 -1.828
H -4.900 -0.835 -0.499
H -4.762 -1.132 -2.214
H -2.540 -0.936 -1.270
H -2.783 -2.556 -1.876
H -1.591 -2.582 0.264
H -3.100 -3.452 0.372
H -2.757 -2.134 2.381
H -4.162 -1.528 1.539
H -1.370 -0.272 1.427
H -2.730 0.342 2.368
H -2.797 0.374 0.610